Record 1
C4H6O2 | ωB97M-V/def2-TZVPD

Output
SMILES string: C1OCC12CO2
Orbital gap: 0.40096 Ha
Relative energy (zero: lowest compared OMol25 entry of this formula, charge and spin): 67.1 kcal per mole

XYZ file:
```
12
Properties=species:S:1:pos:R:3:forces:R:3
C 1.648721 0.199937 -0.059957 0.13 0.09 -0.24
O 1.151580 -0.513212 1.071807 -0.02 -0.08 0.25
C 0.230061 -0.103777 0.094313 -0.13 0.12 -0.09
C -0.889213 0.876926 0.372374 0.10 0.30 0.19
O -1.853677 -0.035448 -0.172446 -0.17 0.00 -0.02
C -0.851423 -1.016333 -0.490835 0.21 -0.26 -0.11
H 2.311841 -0.347146 -0.726651 -0.20 -0.07 0.07
H 1.961652 1.222599 0.166180 -0.02 -0.19 -0.12
H -0.836689 1.806129 -0.209121 -0.05 -0.10 0.11
H -1.041315 1.100136 1.434138 -0.10 -0.05 -0.11
H -0.994814 -1.940866 0.082804 0.11 0.13 -0.07
H -0.836728 -1.248942 -1.562604 0.15 0.12 0.16
```
Forces are in eV/Å.

Record 2
C4H6O2 | ωB97M-V/def2-TZVPD

Output
SMILES string: C=CCOC=O
Orbital gap: 0.35906 Ha
Relative energy (zero: lowest compared OMol25 entry of this formula, charge and spin): 98.4 kcal per mole

XYZ file:
```
12
Properties=species:S:1:pos:R:3:forces:R:3
C -1.860143 0.937699 -0.243122 -1.91 -4.40 1.98
C -1.463475 -0.488395 0.036988 -0.85 7.45 -2.28
C -0.210414 -0.974422 0.705714 1.05 -0.70 -0.63
C 1.542177 0.219660 -0.384021 -3.52 4.47 1.67
H -2.743657 1.115553 -1.040897 2.38 -0.54 1.77
H -1.878060 1.683622 0.607897 0.78 -0.61 -1.35
H -1.764381 -1.033053 -0.847877 0.09 -0.89 0.31
H 0.359234 -0.473508 1.694733 -2.16 -1.57 -2.94
H -0.404632 -2.072162 0.587639 0.90 0.67 1.46
H 2.131404 0.444495 -1.312830 0.14 -0.53 1.11
O 0.803053 -0.892217 -0.511954 0.72 1.00 2.41
O 1.228350 1.163192 0.464202 2.37 -4.35 -3.50
```
Forces are in eV/Å.

Record 3
C4H6O2 | ωB97M-V/def2-TZVPD

Output
SMILES string: CCC(=O)C=O
Orbital gap: 0.34181 Ha
Relative energy (zero: lowest compared OMol25 entry of this formula, charge and spin): 22.6 kcal per mole

XYZ file:
```
12
Properties=species:S:1:pos:R:3:forces:R:3
C -1.522715 -0.332616 0.746876 -0.12 0.00 -0.03
C -0.075220 0.082325 1.018561 0.02 0.01 0.05
C 0.529572 0.654201 -0.239221 -0.25 0.25 -0.06
O 0.070934 1.589834 -0.857919 0.25 -0.38 0.26
C 1.777058 -0.031660 -0.803425 0.30 -0.37 0.12
O 2.308793 -0.964412 -0.256085 -0.18 0.40 -0.28
H -2.117739 0.533112 0.444942 0.06 -0.13 0.05
H -1.565804 -1.070491 -0.060442 -0.02 0.06 0.11
H -1.972087 -0.780350 1.636026 0.05 0.07 -0.08
H 0.522758 -0.765311 1.363285 -0.05 0.14 -0.09
H -0.037188 0.857435 1.793282 -0.02 -0.06 -0.13
H 2.138170 0.394785 -1.758841 -0.03 0.00 0.08
```
Forces are in eV/Å.

Record 4
C4H6O2 | ωB97M-V/def2-TZVPD

Output
SMILES string: O=C[C@H]1CCO1
Orbital gap: 0.39110 Ha
Relative energy (zero: lowest compared OMol25 entry of this formula, charge and spin): 46.7 kcal per mole

XYZ file:
```
12
Properties=species:S:1:pos:R:3:forces:R:3
O 0.057503 1.369639 -1.978829 -0.44 -0.02 0.32
C -0.793859 0.950745 -1.237446 0.24 0.11 -0.25
C -0.086579 -0.923965 0.169738 -0.02 -0.24 -0.05
C 1.167697 -0.341663 0.836358 0.26 -0.27 0.09
O 0.642375 0.995164 0.783757 -0.01 0.07 0.02
C -0.568998 0.545241 0.195669 -0.19 0.06 -0.11
H 0.085050 -1.290853 -0.845279 -0.04 -0.05 0.19
H -1.815494 0.686117 -1.597315 0.10 0.15 -0.06
H -0.672757 -1.651176 0.730757 0.11 0.13 0.03
H 1.339666 -0.674266 1.866486 -0.01 0.11 -0.13
H 2.092874 -0.432768 0.258141 -0.12 0.01 0.10
H -1.447479 0.767785 0.817963 0.11 -0.06 -0.15
```
Forces are in eV/Å.

Record 5
C4H6O2 | ωB97M-V/def2-TZVPD

Output
Orbital gap: 0.30564 Ha
Relative energy (zero: lowest compared OMol25 entry of this formula, charge and spin): 86.0 kcal per mole

XYZ file:
```
12
Properties=species:S:1:pos:R:3:forces:R:3
O -1.182652 1.959044 -0.603771 0.23 -0.46 -0.17
C -0.218327 1.193144 -0.797905 0.19 0.54 0.12
C 0.461516 -0.446968 1.134671 0.05 0.10 0.08
C 0.841140 -1.097840 -0.168459 -0.13 -0.11 -0.18
C -0.321351 -0.130909 -0.144041 -0.01 0.38 -0.25
O -1.659720 -0.331134 -0.262772 -0.58 0.61 1.02
H -1.853387 1.082431 -0.121379 0.17 -1.63 -0.54
H 0.506052 1.481031 -1.555654 0.51 0.29 0.33
H 1.123080 0.281021 1.596801 -0.03 -0.12 -0.17
H -0.105042 -1.058992 1.836172 0.03 0.25 -0.22
H 0.621481 -2.151671 -0.299635 -0.07 0.13 0.03
H 1.787210 -0.779158 -0.614029 -0.37 0.00 -0.05
```
Forces are in eV/Å.

Record 6
C4H6O2 | ωB97M-V/def2-TZVPD

Output
SMILES string: OC1=CCOC1
Orbital gap: 0.32768 Ha
Relative energy (zero: lowest compared OMol25 entry of this formula, charge and spin): 70.5 kcal per mole

XYZ file:
```
12
Properties=species:S:1:pos:R:3:forces:R:3
O -1.093503 1.379033 -1.228108 0.26 0.72 0.12
C -0.349631 0.672961 -0.370574 0.04 -0.09 0.14
C 0.943113 0.300989 -0.456336 -0.28 -0.20 0.23
C 0.880026 -1.073569 0.133326 0.37 -0.30 0.16
O -0.069186 -0.986408 1.208154 -0.05 -0.11 0.17
C -0.955862 0.068364 0.875471 -0.34 -0.01 -0.14
H -0.576220 1.352294 -2.049072 -0.25 0.42 0.15
H 1.843256 -1.467469 0.451818 -0.12 -0.08 0.41
H 1.816302 0.926628 -0.388517 0.18 0.06 -1.26
H 0.455549 -1.752748 -0.633353 0.38 -0.02 0.36
H -0.902883 0.854186 1.652912 -0.23 -0.22 -0.22
H -1.990961 -0.274260 0.804278 0.02 -0.18 -0.11
```
Forces are in eV/Å.

Record 7
C4H6O2 | ωB97M-V/def2-TZVPD

Output
SMILES string: O=CC1COC1
Orbital gap: 0.38911 Ha
Relative energy (zero: lowest compared OMol25 entry of this formula, charge and spin): 77.9 kcal per mole

XYZ file:
```
12
Properties=species:S:1:pos:R:3:forces:R:3
O 2.029477 0.112302 0.801722 0.02 2.25 -0.64
C 1.330699 -0.801936 0.394151 1.20 1.93 1.08
C 0.097382 -0.408603 -0.488909 0.36 -0.34 0.31
C -1.269914 -0.491434 0.223685 -0.05 -0.47 0.14
O -1.369603 0.926741 0.336997 -0.10 -0.01 0.06
C -0.163509 1.123040 -0.418110 0.32 0.03 -0.19
H 1.917458 -1.509369 0.997026 -1.96 -3.01 -1.17
H 0.105583 -0.825589 -1.502494 0.25 -0.10 0.38
H -2.079840 -0.914237 -0.382996 0.13 0.04 0.07
H -1.248631 -0.987764 1.199986 -0.09 0.06 -0.06
H 0.586610 1.688185 0.139922 -0.13 -0.11 -0.11
H -0.364124 1.621604 -1.376664 0.05 -0.27 0.12
```
Forces are in eV/Å.

Record 8
C4H6O2 | ωB97M-V/def2-TZVPD

Output
SMILES string: CC(=O)CC=O
Orbital gap: 0.38219 Ha
Relative energy (zero: lowest compared OMol25 entry of this formula, charge and spin): 18.1 kcal per mole

XYZ file:
```
12
Properties=species:S:1:pos:R:3:forces:R:3
C -1.274937 0.904505 -0.158032 -0.09 0.00 -0.04
C -0.824594 -0.503669 0.146568 -0.18 -0.12 0.00
O -1.572139 -1.453538 0.106877 0.30 0.34 -0.03
C 0.642198 -0.694838 0.561101 0.03 -0.08 0.08
C 1.616971 -0.183071 -0.479121 0.02 0.38 -0.04
O 1.880099 0.987209 -0.624063 -0.08 -0.54 0.05
H -0.583460 1.404519 -0.842160 -0.09 -0.08 0.11
H -1.284099 1.494018 0.766276 0.03 -0.10 -0.10
H -2.281760 0.877522 -0.578023 0.14 0.00 0.07
H 0.810501 -0.121668 1.481194 -0.05 -0.04 -0.13
H 0.794008 -1.759777 0.752215 -0.01 0.15 -0.02
H 2.077211 -0.951212 -1.132832 -0.03 0.09 0.06
```
Forces are in eV/Å.

Record 9
C4H6O2 | ωB97M-V/def2-TZVPD

Output
Orbital gap: 0.31802 Ha
Relative energy (zero: lowest compared OMol25 entry of this formula, charge and spin): 78.0 kcal per mole

XYZ file:
```
12
Properties=species:S:1:pos:R:3:forces:R:3
C -0.962428 -1.392944 0.118270 -0.22 -0.31 0.21
C -0.051006 -0.257815 0.260040 0.10 -0.79 0.47
C 0.074384 1.726342 -0.370735 1.27 0.12 0.24
O -0.633235 1.027370 0.485537 0.31 0.01 -0.44
C 1.294015 -0.174549 0.274582 -0.66 -0.33 -0.25
O 1.831255 1.005911 0.095563 -1.66 0.87 -0.79
H -0.356743 -2.299027 0.041945 -0.20 -0.03 0.07
H -1.627259 -1.452651 0.980702 -0.16 -0.24 -0.03
H -1.571646 -1.314290 -0.793163 0.09 -0.02 0.19
H 0.273469 2.759984 -0.145318 -0.13 0.25 0.17
H -0.151951 1.449398 -1.417938 1.09 0.02 0.36
H 1.881141 -1.077726 0.470515 0.17 0.45 -0.19
```
Forces are in eV/Å.

Record 10
C4H6O2 | ωB97M-V/def2-TZVPD

Output
SMILES string: C=C=O.CC=O
Orbital gap: 0.33989 Ha
Relative energy (zero: lowest compared OMol25 entry of this formula, charge and spin): 75.6 kcal per mole

XYZ file:
```
12
Properties=species:S:1:pos:R:3:forces:R:3
C 0.603071 0.998067 1.531685 -0.14 0.01 -0.41
C 0.560017 0.722002 -0.025558 0.27 0.88 -0.80
O 1.623631 0.594520 -0.585960 -0.16 -0.18 0.14
C -0.979076 -1.047546 -0.426718 -1.47 -1.56 -0.45
O -1.453837 -1.079423 0.634682 0.50 0.42 -0.35
C -0.735954 -1.156038 -1.726941 0.08 -0.80 0.31
H 1.659891 1.144468 1.810938 -0.37 -0.08 -0.46
H 0.065753 1.903187 1.837909 -0.11 -0.15 -0.37
H 0.229440 0.187649 2.174284 -0.11 0.07 -0.59
H -1.468814 -1.789487 -2.207412 -0.03 -0.09 -0.15
H -0.371957 0.638046 -0.889365 1.68 1.00 3.07
H 0.267835 -1.115445 -2.127545 -0.14 0.48 0.06
```
Forces are in eV/Å.

Record 11
C4H6O2 | ωB97M-V/def2-TZVPD

Output
SMILES string: C[C@H]1CC(=O)O1
Orbital gap: 0.39734 Ha
Relative energy (zero: lowest compared OMol25 entry of this formula, charge and spin): 25.3 kcal per mole

XYZ file:
```
12
Properties=species:S:1:pos:R:3:forces:R:3
C -1.512501 0.016796 0.432388 -0.04 -0.17 -0.05
C -0.346209 0.207237 -0.480872 -0.03 -2.04 -0.63
C 0.973718 0.633696 0.051742 0.79 -1.00 -0.08
C 1.447285 -0.834381 -0.245394 1.03 1.62 0.79
O 2.539433 -1.276879 -0.052396 -0.52 -0.74 -0.36
O 0.332187 -1.357473 -0.752321 -0.81 2.38 0.51
H -2.102971 0.933599 0.559679 0.25 -0.09 -0.15
H -1.174439 -0.314954 1.417624 -0.06 -0.01 -0.12
H -2.148273 -0.748550 -0.011078 -0.17 0.04 0.18
H -0.579743 0.532320 -1.489579 -0.10 0.00 0.05
H 1.545111 1.343485 -0.550080 -0.21 -0.02 0.16
H 1.026397 0.865099 1.120285 -0.12 0.04 -0.29
```
Forces are in eV/Å.

Record 12
C4H6O2P | ωB97M-V/def2-TZVPD

Output
Orbital gap (spin up / spin down): 0.20620 / 0.22377 Ha
Relative energy (zero: lowest compared OMol25 entry of this formula, charge and spin): 15.2 kcal per mole
Spin multiplicity: 3
Charge: -1

XYZ file:
```
13
Properties=species:S:1:pos:R:3:forces:R:3
C 0.642964 -0.333325 -0.104383 -3.62 -1.51 -5.63
C 1.075585 -0.065641 1.143193 -1.25 1.35 6.09
C -0.728260 -0.214700 -0.500025 3.49 -0.84 3.69
C -1.047726 0.169769 -1.711995 0.27 -0.44 -1.87
O -0.912936 1.729199 1.677809 0.66 -0.73 0.23
O -1.233134 -0.585248 2.719873 1.36 0.38 0.18
P -0.252689 0.487960 2.288255 -1.20 0.76 -1.71
H 1.243797 -0.701339 -0.888056 1.25 0.07 -1.02
H 2.010986 -0.150894 1.620702 1.20 -0.33 -0.12
H 0.676795 1.047185 3.118959 0.45 -0.02 1.85
H -1.407407 -0.302128 0.282259 -1.41 0.31 1.16
H -0.228869 0.022409 -2.349445 0.61 0.54 -1.83
H -2.022427 0.391250 -1.956771 -1.82 0.45 -1.01
```
Forces are in eV/Å.